Here is the molecule C4H6N2O2 from the Open Molecules 2025 dataset. Energies are from the ωB97M-V functional and the def2-TZVPD basis.

Geometry (Å):
C (-1.09, -0.02, -0.27)
C (-0.59, -0.44, 1.06)
N (1.76, -0.02, -1.08)
C (0.25, 0.69, 0.63)
C (1.56, 0.41, 0.11)
O (-2.22, 0.72, -0.33)
N (-0.64, -1.30, 1.96)
O (-0.73, -0.62, -1.41)
H (-2.33, 1.02, -1.25)
H (-1.36, -2.00, 1.81)
H (2.74, -0.18, -1.32)
H (0.30, -0.60, -1.48)
H (-0.07, 1.72, 0.77)
H (2.40, 0.60, 0.79)

Structure (SMILES): [H]/N=C1/[C@@H](/C=N/[H])C1(O)O
Relative energy (zero: lowest compared OMol25 entry of this formula, charge and spin) (eV): 3.6564
Net charge: 0
Strongest force on any atom (eV/Å): 2.74
Spin multiplicity: 1
DFT total energy (hartree): -415.9062

Atom charges from the Löwdin analysis, given in e for atoms 1 to 6: C -0.479; C -0.289; N 0.103; C -0.078; C -0.173; O 0.085